{
  "formula": "C44H81N9O2P",
  "method": "wB97M-V/def2-TZVPD",
  "symbols": ["C", "C", "C", "C", "C", "N", "C", "C", "C", "C", "C", "C", "C", "P", "O", "O", "H", "H", "H", "H", "H", "H", "H", "H", "H", "H", "H", "H", "H", "H", "H", "H", "H", "H", "H", "H", "H", "H", "H", "H", "H", "C", "C", "C", "C", "N", "H", "H", "H", "H", "H", "H", "H", "C", "C", "C", "C", "N", "H", "H", "H", "H", "H", "H", "H", "C", "C", "C", "C", "N", "H", "H", "H", "H", "H", "H", "H", "C", "C", "C", "C", "N", "H", "H", "H", "H", "H", "H", "H", "C", "C", "C", "C", "N", "H", "H", "H", "H", "H", "H", "H", "C", "C", "C", "C", "N", "H", "H", "H", "H", "H", "H", "H", "C", "C", "C", "C", "N", "H", "H", "H", "H", "H", "H", "H", "C", "C", "C", "C", "N", "H", "H", "H", "H", "H", "H", "H"],
  "xyz": [[0.28, 3.85, 4.49], [1.28, 3.20, 3.82], [1.47, 3.23, 2.31], [0.50, 4.19, 1.60], [-0.66, 3.54, 0.82], [-0.28, 2.28, 0.12], [0.64, 2.67, -1.02], [0.36, 1.25, 0.98], [-0.61, 0.46, 1.87], [-1.79, -0.11, 1.07], [-1.10, 1.19, 3.14], [-2.46, 0.68, 3.67], [1.61, 1.81, 1.69], [2.38, 0.56, 2.85], [2.46, -0.77, 1.83], [3.92, 1.12, 2.75], [-0.42, 3.28, 5.09], [0.18, 4.93, 4.49], [2.02, 2.68, 4.42], [2.46, 3.68, 2.18], [1.09, 4.72, 0.85], [0.08, 4.95, 2.25], [-1.57, 3.42, 1.39], [-0.93, 4.25, 0.04], [-1.12, 1.94, -0.36], [1.54, 3.15, -0.67], [0.87, 1.75, -1.55], [0.05, 3.28, -1.70], [0.76, 0.51, 0.29], [-0.08, -0.43, 2.22], [-2.55, 0.64, 0.86], [-2.21, -0.98, 1.55], [-1.37, -0.48, 0.13], [-0.40, 1.03, 3.96], [-1.20, 2.26, 3.04], [-3.27, 1.02, 3.02], [-2.47, -0.39, 3.82], [-2.65, 1.16, 4.63], [2.36, 1.92, 0.89], [1.90, -1.45, 2.22], [4.53, 0.40, 2.99], [-1.33, -5.15, -2.87], [-0.95, -3.67, -2.90], [-0.54, -3.14, -1.52], [-1.65, -3.26, -0.57], [-2.52, -3.35, 0.16], [-2.20, -5.33, -2.23], [-1.58, -5.49, -3.87], [-0.50, -5.76, -2.50], [-1.79, -3.09, -3.28], [-0.11, -3.54, -3.59], [-0.25, -2.09, -1.59], [0.32, -3.70, -1.14], [7.16, 4.66, 5.06], [6.29, 3.47, 5.47], [4.85, 3.58, 4.97], [4.20, 4.79, 5.51], [3.70, 5.73, 5.93], [6.79, 5.59, 5.48], [8.18, 4.52, 5.42], [7.19, 4.76, 3.97], [6.29, 3.39, 6.56], [6.73, 2.55, 5.08], [4.27, 2.71, 5.27], [4.83, 3.64, 3.88], [-4.11, 2.80, -3.02], [-4.31, 1.44, -3.68], [-3.87, 0.28, -2.78], [-2.44, 0.39, -2.47], [-1.32, 0.48, -2.24], [-3.06, 3.00, -2.81], [-4.47, 3.59, -3.68], [-4.67, 2.87, -2.08], [-3.76, 1.41, -4.62], [-5.36, 1.31, -3.92], [-4.04, -0.67, -3.28], [-4.44, 0.28, -1.85], [7.35, -3.55, 1.05], [5.99, -2.95, 0.71], [5.95, -1.43, 0.91], [6.22, -1.08, 2.31], [6.40, -0.80, 3.41], [7.60, -3.40, 2.11], [7.34, -4.63, 0.87], [8.14, -3.11, 0.45], [5.22, -3.42, 1.32], [5.76, -3.17, -0.33], [4.97, -1.04, 0.64], [6.70, -0.94, 0.28], [-2.18, -4.96, -7.19], [-3.49, -4.31, -7.64], [-3.51, -2.79, -7.40], [-3.36, -2.49, -5.97], [-3.25, -2.27, -4.85], [-2.03, -4.85, -6.12], [-2.20, -6.03, -7.41], [-1.33, -4.52, -7.71], [-4.32, -4.77, -7.11], [-3.64, -4.49, -8.70], [-4.45, -2.37, -7.74], [-2.70, -2.31, -7.94], [4.00, -6.49, -0.44], [2.67, -7.13, -0.81], [2.58, -7.53, -2.28], [2.74, -6.36, -3.15], [2.85, -5.44, -3.82], [4.17, -5.56, -1.00], [4.03, -6.24, 0.62], [4.83, -7.16, -0.65], [1.86, -6.43, -0.57], [2.51, -8.01, -0.19], [1.62, -8.00, -2.49], [3.36, -8.26, -2.52], [-4.09, 6.09, -7.37], [-3.32, 4.78, -7.39], [-4.22, 3.56, -7.64], [-5.24, 3.44, -6.59], [-6.03, 3.35, -5.76], [-4.82, 6.12, -6.56], [-3.41, 6.93, -7.22], [-4.62, 6.26, -8.32], [-2.80, 4.65, -6.44], [-2.56, 4.82, -8.17], [-3.63, 2.65, -7.66], [-4.73, 3.66, -8.60], [-3.81, 1.92, 8.10], [-3.08, 0.59, 8.12], [-4.01, -0.61, 7.93], [-5.01, -0.66, 9.01], [-5.78, -0.71, 9.85], [-4.53, 2.00, 8.92], [-3.11, 2.75, 8.21], [-4.35, 2.06, 7.16], [-2.54, 0.49, 9.07], [-2.33, 0.58, 7.33], [-3.44, -1.54, 7.94], [-4.53, -0.54, 6.98]],
  "lowdin_charge": [0.017, -0.165, -0.291, -0.105, -0.099, -0.067, 0.020, -0.247, -0.304, -0.063, -0.214, -0.084, -0.299, 0.906, -0.276, -0.270, 0.062, 0.075, 0.075, 0.136, 0.114, 0.117, 0.128, 0.129, 0.131, 0.099, 0.089, 0.108, 0.140, 0.114, 0.085, 0.070, 0.043, 0.095, 0.077, 0.073, 0.083, 0.064, 0.112, 0.046, 0.002, -0.092, -0.262, -0.184, -0.246, 0.161, 0.076, 0.058, 0.063, 0.057, 0.111, 0.089, 0.113, -0.106, -0.255, -0.206, -0.246, 0.151, 0.072, 0.075, 0.076, 0.115, 0.107, 0.103, 0.107, -0.111, -0.263, -0.168, -0.193, 0.180, 0.056, 0.048, 0.080, 0.105, 0.104, 0.078, 0.127, -0.100, -0.262, -0.174, -0.232, 0.170, 0.074, 0.073, 0.081, 0.108, 0.107, 0.101, 0.126, -0.099, -0.253, -0.174, -0.184, 0.176, 0.050, 0.078, 0.082, 0.115, 0.111, 0.120, 0.122, -0.112, -0.260, -0.184, -0.245, 0.146, 0.062, 0.071, 0.081, 0.101, 0.112, 0.116, 0.122, -0.106, -0.263, -0.181, -0.226, 0.170, 0.071, 0.074, 0.080, 0.106, 0.109, 0.113, 0.122, -0.111, -0.268, -0.190, -0.240, 0.152, 0.073, 0.072, 0.072, 0.113, 0.093, 0.116, 0.115],
  "charge": 1,
  "homo_ev": -10.38,
  "largest_force_ev_per_a": 2.33,
  "total_energy_ev": -73728.3628,
  "lumo_energy_ev": -2.13
}